Here is a cluster of 2 separate species, C7H10INO2 in total at a distorted geometry from the Open Molecules 2025 dataset. Energies are from ωB97M-V/def2-TZVPD.

ORCA input file:
```
! RIJCOSX wB97M-V def2-TZVPD def2/J DEFGRID3
* xyz 0 1
I -1.220 0.194 -2.674
O 0.020 1.879 1.832
O -1.043 -2.134 -0.607
N -0.370 -0.043 0.322
C 0.597 0.344 -1.379
C -1.416 -1.382 1.697
C 1.625 -0.667 -1.478
C 0.983 1.716 -1.262
C -1.086 -0.236 2.421
C -0.929 -1.238 0.437
C -0.397 0.553 1.563
H -1.667 -2.783 -0.158
H 1.237 2.102 -2.324
H -0.833 2.284 2.056
H 2.289 -0.438 -0.718
H 0.329 2.418 -0.768
H 2.090 -0.695 -2.444
H 1.207 -1.583 -1.284
H -2.208 -2.155 2.006
H -1.217 0.065 3.474
H 2.008 1.799 -0.714
*
```

E_LUMO (eV): 0.0
Energy above the lowest of the compared OMol25 structures with the same formula, charge and spin (kcal per mole): 51.7
Kohn-Sham gap (Eh): 0.265
DFT total energy (eV): -21103.424



Here is a cluster of 2 separate species, CH6NO2 in total at a distorted geometry from the Open Molecules 2025 dataset. Energies are from ωB97M-V/def2-TZVPD.

ORCA input file:
```
! RIJCOSX wB97M-V def2-TZVPD def2/J DEFGRID3
* xyz 0 2
O 1.369 0.553 -1.307
O -1.104 0.285 -0.406
N 0.206 -1.084 1.028
C -0.792 0.111 0.874
H -0.209 0.981 1.254
H 1.442 1.506 -1.266
H 1.197 -0.863 1.011
H -0.016 -1.594 0.168
H 0.414 0.341 -1.179
H -1.628 -0.247 1.489
*
```

E_LUMO (alpha / beta) (eV): 0.9 / -2.6
Energy above the lowest of the compared OMol25 structures with the same formula, charge and spin (kcal per mole): 16.3
Kohn-Sham gap (alpha / beta) (Eh): 0.422 / 0.280
DFT total energy (eV): -6716.725



Here is the molecule C4H7NO2 at a distorted geometry from the Open Molecules 2025 dataset. Energies are from ωB97M-V/def2-TZVPD.

ORCA input file:
```
! RIJCOSX wB97M-V def2-TZVPD def2/J DEFGRID3
* xyz 0 1
O -1.572 -0.342 -0.950
O -0.438 0.319 2.192
N 1.320 -0.473 -0.486
C 0.219 0.025 1.232
C 0.460 0.681 -0.134
C 1.038 -1.179 0.789
C -0.842 0.869 -0.875
H 0.426 -2.086 0.700
H 0.952 -0.986 -1.280
H 0.981 1.645 -0.111
H -1.455 1.543 -0.231
H -0.767 1.340 -1.858
H -2.250 0.042 -0.379
H 1.928 -1.397 1.390
*
```

E_LUMO (eV): 0.8
Energy above the lowest of the compared OMol25 structures with the same formula, charge and spin (kcal per mole): 57.7
Kohn-Sham gap (Eh): 0.381
SMILES string: O=C1CN[C@H]1CO
DFT total energy (eV): -9844.779



Here is the molecule C6H10O from the Open Molecules 2025 dataset. Energies are from ωB97M-V/def2-TZVPD.

ORCA input file:
```
! RIJCOSX wB97M-V def2-TZVPD def2/J DEFGRID3
* xyz 0 1
O 0.286 1.413 -1.521
C -1.870 0.244 -0.205
C 0.575 1.059 -0.175
C 1.517 -1.041 0.343
C 1.801 0.184 -0.092
C -0.530 0.215 0.529
C 0.065 -1.206 0.708
H -2.173 1.262 -0.478
H -0.669 0.650 1.527
H 0.248 0.589 -2.025
H 0.702 2.024 0.328
H -1.835 -0.339 -1.136
H -2.642 -0.194 0.433
H -0.061 -1.574 1.733
H -0.417 -1.948 0.056
H 2.230 -1.859 0.413
H 2.773 0.520 -0.439
*
```

E_LUMO (eV): 1.0
Energy above the lowest of the compared OMol25 structures with the same formula, charge and spin (kcal per mole): 4.0
Kohn-Sham gap (Eh): 0.388
SMILES string: C[C@H]1CC=C[C@H]1O
DFT total energy (eV): -8431.067



Here is a structure of composition C30H37ClGaN3P from the Open Molecules 2025 dataset. Energies are from ωB97M-V/def2-TZVPD.

ORCA input file:
```
! RIJCOSX wB97M-V def2-TZVPD def2/J DEFGRID3
* xyz 1 1
Ga -0.878 0.173 0.721
Cl 1.725 -0.861 0.593
P 0.101 0.715 2.949
N -2.672 2.218 -0.462
N -1.250 4.044 -0.608
N -0.421 1.908 -0.051
C -1.443 2.727 -0.378
C 2.595 0.714 4.191
C -1.155 -2.328 5.281
C -1.706 -1.694 6.388
C -0.616 -0.183 4.337
C 3.923 -0.506 2.082
C 0.962 2.389 -0.083
C 0.822 3.416 3.507
C 0.495 4.760 3.632
C -1.174 0.454 5.441
C -1.817 4.250 3.209
C -1.717 -0.309 6.467
C 1.879 0.382 3.038
C 2.563 -0.254 2.008
C -0.614 -1.575 4.252
C -3.507 4.227 -1.537
C 1.114 3.649 -0.908
C -0.173 2.482 3.236
C -4.371 -2.179 -0.139
C -2.257 -3.079 0.825
C -2.849 -1.984 -0.073
C 4.618 -0.131 3.219
C -0.820 5.178 3.488
C -3.866 3.009 -0.715
C 0.070 4.642 -0.453
C -2.376 4.949 -0.838
C -2.588 -0.581 0.452
C -2.269 -2.134 -1.482
C 3.953 0.468 4.282
C -1.494 2.909 3.076
H -4.815 -2.101 0.857
H -2.133 -2.283 7.189
H -1.070 6.225 3.595
H 0.095 5.543 -1.064
H 0.237 4.937 0.589
H -4.579 2.371 -1.235
H 4.424 -1.005 1.264
H -0.200 -2.071 3.381
H 5.679 -0.329 3.283
H 1.593 1.603 -0.494
H -4.364 4.891 -1.642
H -2.720 5.361 0.116
H -2.622 -2.974 1.850
H -4.829 -1.419 -0.774
H -2.278 2.190 2.850
H -2.684 -1.377 -2.150
H -2.484 -3.120 -1.901
H 2.118 4.055 -0.786
H 4.491 0.734 5.181
H -2.523 -4.079 0.467
H 1.312 2.586 0.937
H -2.845 4.570 3.100
H 0.964 3.428 -1.967
H 1.854 3.107 3.613
H -4.617 -3.164 -0.543
H -1.183 1.534 5.508
H -2.011 5.780 -1.441
H -2.968 -0.525 1.492
H -3.189 3.922 -2.536
H -2.794 1.175 -0.286
H 2.071 1.161 5.027
H -1.154 -3.408 5.216
H -4.330 3.315 0.228
H 1.273 5.481 3.849
H -1.165 -3.002 0.841
H -1.180 -2.012 -1.462
H -2.149 0.183 7.329
*
```

E_LUMO (eV): -2.5
Energy above the lowest of the compared OMol25 structures with the same formula, charge and spin (kcal per mole): 0.0
Kohn-Sham gap (Eh): 0.246
DFT total energy (eV): -110362.795



Here is the ion C14H27N2O with charge +1 at a distorted geometry from the Open Molecules 2025 dataset. Energies are from ωB97M-V/def2-TZVPD.

ORCA input file:
```
! RIJCOSX wB97M-V def2-TZVPD def2/J DEFGRID3
* xyz 1 1
O -0.466 2.884 0.153
N -1.110 0.400 -0.621
N -0.235 2.362 2.478
C 1.481 3.973 2.849
C 1.124 0.036 0.291
C 0.354 -1.271 -1.702
C -0.872 4.744 2.722
C -0.343 0.624 0.561
C -0.320 2.142 1.090
C 1.119 -1.376 -0.332
C 2.593 -1.825 -0.511
C 1.814 -3.055 -2.518
C 0.353 -2.544 -2.371
C 0.005 3.251 4.640
C -1.082 -0.930 -1.266
C 2.693 -3.127 -1.256
C 0.053 3.617 3.145
H 3.207 -0.998 -0.956
H 3.793 -3.327 -1.612
H -1.365 -1.725 -0.589
H 1.739 4.924 3.371
H 2.409 -4.000 -0.648
H 0.563 2.382 4.917
H 2.154 3.185 3.140
H 2.941 -1.947 0.523
H 0.573 -2.133 0.244
H -0.682 5.071 1.661
H -0.190 -3.337 -1.709
H 1.656 0.656 -0.386
H 1.719 0.090 1.235
H -1.718 -0.896 -2.145
H -0.868 0.023 1.308
H 1.686 4.287 1.790
H -2.094 0.630 -0.400
H -0.148 -2.474 -3.328
H -0.843 1.167 -1.234
H 0.405 4.037 5.314
H -1.887 4.416 2.787
H -0.951 2.995 4.968
H -0.722 5.660 3.323
H 0.801 -0.556 -2.391
H 2.310 -2.354 -3.213
H -0.101 1.601 3.056
H 1.736 -3.996 -3.091
*
```

E_LUMO (eV): -2.8
Energy above the lowest of the compared OMol25 structures with the same formula, charge and spin (kcal per mole): 0.0
Kohn-Sham gap (Eh): 0.383
SMILES string: CC(C)(C)NC(=O)[C@@H]1C[C@@H]2CCCC[C@H]2C[NH2+]1
DFT total energy (eV): -19977.753



Here is the ion C4H3FNO2 with charge -1 at a distorted geometry from the Open Molecules 2025 dataset. Energies are from ωB97M-V/def2-TZVPD.

ORCA input file:
```
! RIJCOSX wB97M-V def2-TZVPD def2/J DEFGRID3
* xyz -1 1
F -2.253 -0.699 1.903
O 2.550 0.892 1.348
O -0.103 -0.599 -2.137
N -1.053 -0.965 1.160
C 1.761 0.942 0.488
C 0.098 -0.579 -0.854
C -1.078 -0.435 0.016
C 0.854 0.862 -0.417
H 0.196 1.715 -0.814
H -1.859 0.109 -0.326
H 0.886 -1.242 -0.368
*
```

E_LUMO (eV): 3.9
Energy above the lowest of the compared OMol25 structures with the same formula, charge and spin (kcal per mole): 126.0
Kohn-Sham gap (Eh): 0.281
SMILES string: O=C=C[C@H]([O-])/C=N/F
DFT total energy (eV): -12496.047



Here is a structure of composition C31H42IrN7O2P at a distorted geometry from the Open Molecules 2025 dataset. Energies are from ωB97M-V/def2-TZVPD.

ORCA input file:
```
! RIJCOSX wB97M-V def2-TZVPD def2/J DEFGRID3
* xyz 2 2
Ir 0.121 -0.174 0.528
P 0.960 0.474 -1.542
O -2.461 -1.213 -0.741
O 2.095 -1.991 1.458
N 1.006 -1.949 0.856
N -2.359 3.680 2.603
N 1.647 2.253 3.520
N 1.393 0.765 1.868
N 2.768 1.521 3.328
N -1.217 1.390 1.523
N -1.313 -1.515 0.004
C -4.207 0.559 4.320
C 0.435 -3.076 -3.496
C -3.048 2.855 1.825
C 3.313 1.845 -0.888
C -4.281 -0.548 3.471
C 0.640 2.876 -3.180
C -1.686 -3.803 -0.836
C -1.365 1.755 -2.137
C -1.097 3.352 2.866
C 2.623 0.638 2.346
C -0.909 -2.752 -0.128
C 0.841 1.771 2.617
C -1.877 -0.863 3.679
C 2.824 0.620 -1.668
C -3.140 -1.254 3.160
C 0.123 2.114 -1.954
C 0.640 -2.107 -2.524
C 0.158 -2.703 -4.801
C -0.538 2.194 2.356
C 0.345 -3.039 0.493
C 0.569 -0.752 -2.830
C -2.982 0.947 4.862
C -2.474 1.726 1.252
C -1.830 0.257 4.543
C 0.101 -1.357 -5.128
C 3.254 0.720 -3.138
C 0.286 3.083 -0.771
C -0.723 -1.595 3.356
C 0.896 -4.406 0.728
C 3.432 -0.655 -1.077
C 0.307 -0.392 -4.156
H 4.521 -0.566 -1.120
H 1.624 -4.370 1.535
H 0.510 -4.125 -3.241
H 3.575 1.677 3.915
H 0.279 0.640 -4.455
H -3.027 1.111 0.559
H 0.081 3.814 -3.229
H 0.893 -2.409 -1.524
H 2.991 -0.176 -3.696
H -2.940 1.782 5.550
H -2.320 -4.340 -0.123
H -0.880 0.546 4.978
H 1.223 3.633 -0.832
H 3.370 -0.062 2.016
H 2.917 1.878 0.123
H -3.093 -0.878 -0.090
H 3.155 -1.540 -1.650
H 2.840 1.582 -3.652
H 4.403 1.805 -0.821
H -1.005 -4.528 -1.276
H -3.196 -2.146 2.545
H -1.537 1.149 -3.024
H -1.943 2.677 -2.237
H -5.108 1.096 4.587
H -4.084 3.104 1.631
H 1.411 -4.776 -0.163
H 3.149 -0.813 -0.042
H 3.054 2.777 -1.388
H -0.006 -3.456 -5.561
H 0.485 2.370 -4.125
H -2.326 -3.370 -1.597
H -5.240 -0.864 3.081
H -0.510 4.024 3.480
H -0.095 -1.052 -6.147
H 0.260 2.593 0.184
H 0.111 -5.114 0.988
H -1.754 1.197 -1.286
H -0.526 3.813 -0.798
H 1.693 3.132 -3.092
H 0.244 -1.354 3.777
H -0.813 -2.528 2.816
H 4.342 0.817 -3.160
*
```

E_LUMO (alpha / beta) (eV): -7.5 / -7.7
Energy above the lowest of the compared OMol25 structures with the same formula, charge and spin (kcal per mole): 0.0
Kohn-Sham gap (alpha / beta) (Eh): 0.194 / 0.236
DFT total energy (eV): -59465.517



Here is a cluster of 2 separate species, C4H7F in total at a distorted geometry from the Open Molecules 2025 dataset. Energies are from ωB97M-V/def2-TZVPD.

ORCA input file:
```
! RIJCOSX wB97M-V def2-TZVPD def2/J DEFGRID3
* xyz 0 1
F 0.507 2.956 0.230
C -0.986 1.705 -1.093
C 1.039 -0.815 0.579
C -0.226 -1.252 0.308
C -0.650 2.354 0.071
H 1.763 -0.773 -0.147
H -2.029 1.249 -0.825
H -0.480 -1.535 -0.737
H -0.515 1.993 -1.959
H 1.307 -0.579 1.646
H -1.490 2.389 0.944
H -0.783 -1.719 1.167
*
```

E_LUMO (eV): 1.2
Energy above the lowest of the compared OMol25 structures with the same formula, charge and spin (kcal per mole): 59.0
Kohn-Sham gap (Eh): 0.381
SMILES string: C=CF.C=C
DFT total energy (eV): -6975.632



Here is a structure of composition C36H30BIrN9OPSe from the Open Molecules 2025 dataset. Energies are from ωB97M-V/def2-TZVPD.

ORCA input file:
```
! RIJCOSX wB97M-V def2-TZVPD def2/J DEFGRID3
* xyz 1 6
Ir 0.911 -0.306 -0.677
Se 1.835 -2.884 0.113
P -1.413 -0.231 -0.635
O 1.538 -0.855 -3.210
N 3.332 1.219 0.246
N 0.913 -0.105 1.426
N 3.217 2.734 2.210
N 0.617 2.102 -0.498
N 1.382 2.805 0.348
N 2.960 0.215 -0.572
N 3.979 1.915 2.980
N 1.487 0.964 1.994
N -0.236 -6.995 -0.660
C -1.868 -0.157 -2.400
C 1.106 1.049 3.277
C -0.795 -0.313 -3.270
C -0.155 -6.499 0.569
C -3.328 0.130 -4.273
C -2.648 3.715 -0.390
C -1.858 2.555 -0.917
C 4.389 4.055 3.538
C 0.224 -6.266 -1.669
C -1.952 1.360 0.000
C -3.145 0.057 -2.899
C 0.170 -0.712 2.355
C 4.648 1.445 0.090
C 0.796 -5.012 -1.499
C -2.407 -1.621 -0.017
C 5.142 0.560 -0.847
C 0.404 -5.262 0.852
C -3.005 3.815 0.909
C 4.038 -0.198 -1.231
C -2.716 2.765 1.815
C 0.905 -4.512 -0.205
C 3.456 4.034 2.538
C -2.692 -4.011 -0.212
C 1.034 4.139 0.320
C 4.680 2.697 3.774
C -3.631 -3.978 0.813
C 0.525 -0.522 -2.650
C -0.981 -0.262 -4.650
C -2.253 -0.028 -5.143
C -3.371 -1.587 0.984
C -3.971 -2.769 1.398
C 0.031 4.342 -0.544
C -2.245 1.541 1.331
C -0.319 3.007 -1.133
C 0.265 -0.014 3.555
C -2.074 -2.841 -0.612
B 2.369 1.984 1.202
H -4.317 0.317 -4.671
H -0.546 -7.127 1.362
H -2.141 0.708 2.014
H -3.542 4.685 1.262
H 2.975 4.865 2.056
H -0.138 2.998 -2.219
H -2.226 2.296 -1.910
H -2.412 0.030 -6.211
H -0.425 5.282 -0.801
H 6.156 0.469 -1.192
H -4.712 -2.741 2.187
H 3.977 -0.997 -1.950
H -2.933 2.883 2.868
H 1.537 4.859 0.938
H 5.160 2.214 0.641
H -3.981 0.176 -2.221
H 4.802 4.916 4.035
H -1.326 -2.866 -1.398
H -2.890 4.497 -1.098
H 5.372 2.267 4.480
H -3.667 -0.652 1.440
H -0.374 -1.614 2.124
H -0.135 -0.404 -5.310
H 0.454 -4.899 1.871
H -2.431 -4.950 -0.682
H -4.085 -4.898 1.158
H 0.135 -6.705 -2.656
H 1.158 -4.446 -2.348
H 1.471 1.834 3.916
H -0.204 -0.256 4.493
*
```

E_LUMO (alpha / beta) (eV): -2.9 / -5.1
Energy above the lowest of the compared OMol25 structures with the same formula, charge and spin (kcal per mole): 21.6
Kohn-Sham gap (alpha / beta) (Eh): 0.247 / 0.232
DFT total energy (eV): -131420.676



Here is a cluster of 2 separate species, C5H8N2 in total from the Open Molecules 2025 dataset. Energies are from ωB97M-V/def2-TZVPD.

ORCA input file:
```
! RIJCOSX wB97M-V def2-TZVPD def2/J DEFGRID3
* xyz 0 1
N -0.558 0.278 -0.743
N 0.820 -1.690 1.840
C -0.687 0.772 -1.919
C -0.951 0.020 1.420
C -1.385 0.720 0.373
C 0.170 -0.833 0.951
C 0.432 -0.717 -0.384
H 2.390 0.926 -1.998
H -1.347 0.069 2.429
H 2.071 0.378 -1.588
H -0.038 0.393 -2.700
H -2.164 1.456 0.230
H -1.419 1.553 -2.107
H 0.984 -1.291 2.754
H 1.684 -2.035 1.441
*
```

E_LUMO (eV): -0.5
Energy above the lowest of the compared OMol25 structures with the same formula, charge and spin (kcal per mole): 112.1
Kohn-Sham gap (Eh): 0.251
DFT total energy (eV): -8290.137



Here is the molecule C27H33NO4 from the Open Molecules 2025 dataset. Energies are from ωB97M-V/def2-TZVPD.

ORCA input file:
```
! RIJCOSX wB97M-V def2-TZVPD def2/J DEFGRID3
* xyz 0 1
O 3.925 0.070 1.354
O 3.328 -2.861 1.494
O 3.608 -3.413 -1.744
O 5.001 -2.159 0.193
N -0.032 1.098 0.706
C 1.196 3.552 -0.039
C 1.578 2.969 -1.241
C 4.015 -1.407 -0.523
C -2.245 0.668 -0.351
C -4.525 0.261 0.726
C 1.752 -2.001 -1.490
C 3.311 -0.471 0.456
C -0.205 -0.617 -0.921
C -0.778 0.387 -0.214
C 1.176 -0.978 -0.795
C 1.267 0.772 0.878
C 4.494 -2.891 1.183
C -5.657 -2.595 0.140
C 2.912 2.909 -1.601
C 4.756 -0.544 -1.549
C -0.499 2.323 1.320
C -3.031 -0.060 0.751
C 3.509 4.017 0.436
C -5.250 -0.145 -0.559
C 2.175 4.080 0.793
C 5.549 -3.741 1.833
C -5.137 -1.627 -0.924
C 1.901 -0.207 0.178
C -7.143 -2.425 0.433
C -0.245 3.529 0.391
C 3.111 -2.392 -1.299
C 3.881 3.426 -0.759
H -0.500 4.440 0.935
H -2.876 -1.134 0.641
H -4.864 0.444 -1.394
H -1.558 2.249 1.567
H -4.995 -0.236 1.576
H 1.158 -2.618 -2.148
H -7.482 -3.198 1.119
H 5.185 -4.116 2.784
H -2.573 0.298 -1.322
H -7.347 -1.459 0.888
H 0.826 2.555 -1.899
H -2.633 0.221 1.730
H 1.889 4.541 1.729
H -5.088 -2.474 1.064
H 4.040 0.032 -2.128
H 5.436 0.129 -1.031
H 0.059 2.464 2.248
H -5.483 -3.613 -0.215
H 4.262 4.425 1.095
H -2.462 1.735 -0.314
H -4.095 -1.872 -1.137
H 3.194 2.456 -2.540
H -4.660 1.337 0.867
H -7.723 -2.505 -0.484
H 6.457 -3.161 1.967
H 1.825 1.329 1.617
H -5.701 -1.790 -1.846
H -6.304 0.116 -0.449
H 4.923 3.371 -1.035
H -0.809 -1.179 -1.617
H 5.324 -1.195 -2.210
H -0.889 3.457 -0.487
H 5.766 -4.578 1.171
*
```

E_LUMO (eV): 0.3
Energy above the lowest of the compared OMol25 structures with the same formula, charge and spin (kcal per mole): 24.1
Kohn-Sham gap (Eh): 0.284
SMILES string: CCCCCCCC1=CC2=CC(=O)[C@](C)(OC(C)=O)C(=O)C2=CN1CCc1ccccc1
DFT total energy (eV): -38215.697